# 1
{"formula": "C6H16N4", "method": "the ωB97M-V functional and the def2-TZVPD basis", "species": ["C", "C", "C", "C", "C", "C", "N", "N", "N", "N", "H", "H", "H", "H", "H", "H", "H", "H", "H", "H", "H", "H", "H", "H", "H", "H"], "xyz": [[-1.833, -0.654, 0.026], [2.816, -0.541, 1.106], [2.575, -0.400, -1.496], [2.190, 1.579, 0.186], [-4.281, -0.584, 0.403], [2.269, 0.164, -0.044], [-0.623, -0.029, 0.130], [-2.974, 0.031, 0.008], [-3.061, 1.239, -0.425], [0.405, -0.619, -0.198], [-1.820, -1.794, 0.292], [3.589, -1.295, 0.900], [3.341, 0.266, 1.829], [2.028, -0.981, 1.699], [1.925, -0.140, -2.271], [2.444, -1.544, -1.245], [3.647, -0.337, -1.619], [1.466, 2.088, -0.408], [2.048, 1.951, 1.179], [3.170, 1.906, -0.057], [-4.542, -0.338, 1.425], [-4.935, -0.235, -0.423], [-4.191, -1.715, 0.446], [-2.176, 1.776, -0.652], [-3.877, 1.789, -0.385], [0.402, -1.581, -0.403]], "charge": 2, "homo_lumo_gap_ev": [8.38, 8.38]}

---

# 2
{"formula": "C3H3FO3", "method": "the ωB97M-V functional and the def2-TZVPD basis", "species": ["C", "C", "F", "C", "O", "O", "O", "H", "H", "H"], "xyz": [[-2.055, -0.100, 0.007], [-0.858, -0.628, -0.025], [-0.604, -1.933, -0.063], [0.672, 0.275, 0.057], [0.679, 1.472, 0.071], [1.684, -0.535, 0.019], [2.923, 0.144, -0.010], [-2.918, -0.748, -0.018], [-2.198, 0.961, 0.049], [2.675, 1.092, -0.086]], "smiles": "C=C(F)C(=O)OO", "charge": 0, "homo_lumo_gap_ev": 11.42}

---

# 3
{"formula": "C4H13N2O4PS", "method": "the ωB97M-V functional and the def2-TZVPD basis", "species": ["C", "C", "C", "C", "N", "N", "O", "O", "O", "O", "P", "S", "H", "H", "H", "H", "H", "H", "H", "H", "H", "H", "H", "H", "H"], "xyz": [[4.071, -0.433, -0.248], [-3.091, -1.328, 0.519], [-2.495, -1.120, -0.847], [-2.669, 0.083, 0.032], [2.253, 0.948, 0.998], [-1.617, 0.813, 0.706], [-0.047, 2.709, 0.983], [0.553, 1.091, -0.957], [-1.589, 2.305, -1.336], [1.394, -1.311, -0.293], [-0.568, 1.884, -0.084], [2.306, 0.417, -0.532], [3.970, -1.444, 0.179], [4.636, 0.326, 0.389], [4.575, -0.651, -1.214], [-2.389, -1.800, 1.222], [-4.150, -1.525, 0.495], [-1.458, -1.391, -1.117], [-3.190, -1.179, -1.717], [-3.508, 0.572, -0.345], [2.549, 0.443, 1.784], [1.391, 1.582, 1.150], [-1.863, 1.142, 1.627], [0.576, -0.917, -0.350], [-1.816, 1.445, -1.603]], "charge": 0, "homo_lumo_gap_ev": 9.29}

---

# 4
{"formula": "C3H9NO2S", "method": "the ωB97M-V functional and the def2-TZVPD basis", "species": ["N", "C", "O", "C", "C", "S", "H", "H", "H", "H", "H", "H", "H", "O", "H", "H"], "xyz": [[-2.083, -0.483, 2.368], [-1.233, 0.247, 1.597], [-1.109, 1.450, 1.723], [-0.482, -0.515, 0.517], [0.782, 0.170, 0.072], [1.817, -0.981, -0.896], [-1.983, -1.484, 2.408], [-2.389, -0.033, 3.213], [-0.428, -1.551, 0.860], [-1.187, -0.577, -0.325], [1.406, 0.460, 0.914], [0.496, 1.052, -0.492], [2.878, -0.173, -0.986], [1.382, 1.021, -3.449], [1.172, 0.107, -3.256], [0.962, 1.289, -4.268]], "smiles": "NC(=O)CCS.O", "charge": 0, "homo_lumo_gap_ev": 9.97}

---

# 5
{"formula": "C4H7IN", "method": "the ωB97M-V functional and the def2-TZVPD basis", "species": ["C", "C", "C", "C", "N", "I", "H", "H", "H", "H", "H", "H", "H"], "xyz": [[0.515, 0.623, 0.368], [0.534, 0.899, 1.631], [0.904, 0.604, -1.018], [-2.003, -0.283, -1.388], [0.072, -0.394, -0.466], [-2.968, 1.045, -0.289], [0.031, 0.105, 2.317], [1.124, 1.721, 1.975], [0.518, 1.440, -1.655], [1.921, 0.429, -1.331], [-1.350, -0.025, -2.126], [-2.446, -1.241, -1.399], [0.031, -1.470, -0.584]], "charge": 1, "homo_lumo_gap_ev": 7.91}

---

# 6
{"formula": "C2HOS2", "method": "the ωB97M-V functional and the def2-TZVPD basis", "species": ["C", "C", "O", "S", "S", "H"], "xyz": [[-1.025, -0.397, 0.192], [1.195, 0.668, -0.123], [0.867, 1.737, -0.507], [2.274, -0.393, 0.328], [-1.437, -1.907, -0.237], [-1.874, 0.292, 0.347]], "charge": -1, "homo_lumo_gap_ev": [5.79, 5.79]}

---

Results for DFT total energy: -12419.907; -12015.523; -35651.424; -19677.767; -13840.192; -25807.234 (in eV, following the order of the records).
Results for energy above the lowest of the compared OMol25 structures with the same formula, charge and spin: 140.92; 85.17; 65.55; 14.90; 116.79; 36.59 (in kcal per mole, following the order of the records).